Entry from the OMol25 dataset: a molecular structure, C24H25AuN3OS2 (ωB97M-V with the def2-TZVPD basis set).

Last column: Mulliken charge in e.
CARTESIAN COORDINATES (ANGSTROEM)
Au 0.303 0.063 -0.108  0.421
S 1.575 -1.798 -0.885  -0.148
C 0.724 -3.234 -0.601  0.287
N 1.349 -4.400 -0.494  0.283
C 0.566 -5.614 -0.214  -0.724
C -0.733 -5.556 -0.978  -0.691
N -1.434 -4.319 -0.629  0.163
C -2.901 -4.408 -0.560  -1.548
C -3.490 -4.763 -1.903  0.818
C -3.351 -3.876 -2.972  -0.126
C -3.905 -4.175 -4.204  -0.699
C -4.610 -5.361 -4.378  -0.452
C -4.744 -6.249 -3.318  -0.642
C -4.186 -5.952 -2.083  -0.388
C -0.765 -3.205 -0.460  0.746
S -1.549 -1.746 -0.110  -0.203
C 2.809 -4.559 -0.557  -1.743
C 3.286 -5.171 -1.857  1.029
C 3.937 -6.404 -1.843  -0.292
C 4.328 -6.972 -3.037  -0.500
C 4.112 -6.290 -4.277  -0.295
C 3.463 -5.054 -4.297  -0.803
C 3.081 -4.486 -3.108  0.088
H 0.377 -5.685 0.861  0.329
H 1.143 -6.486 -0.516  0.452
H -1.363 -6.400 -0.709  0.534
H -0.567 -5.593 -2.058  0.293
H -3.296 -3.457 -0.205  0.532
H -3.150 -5.176 0.174  0.470
H -2.835 -2.931 -2.823  0.380
H -3.809 -3.477 -5.025  0.409
H -5.070 -5.585 -5.330  0.418
H -5.282 -7.177 -3.457  0.406
H -4.312 -6.646 -1.259  0.394
H 3.113 -5.191 0.277  0.493
H 3.275 -3.579 -0.423  0.594
H 4.124 -6.920 -0.910  0.459
H 4.784 -7.955 -3.037  0.445
H 4.477 -6.722 -5.202  0.461
H 3.313 -4.528 -5.230  0.463
H 2.664 -3.487 -3.104  0.387
O 0.095 0.324 2.353  -0.397
C 0.035 1.689 2.748  -0.537
C -0.055 2.603 1.555  0.738
C -0.097 3.974 1.781  -0.732
C -0.192 4.842 0.712  -0.220
C -0.253 4.331 -0.580  -0.700
C -0.208 2.966 -0.741  -0.002
N -0.103 2.120 0.304  -0.393
H 0.211 -0.219 3.139  0.264
H 0.923 1.963 3.323  0.396
H -0.845 1.854 3.376  0.379
H -0.058 4.344 2.797  0.440
H -0.224 5.911 0.875  0.443
H -0.328 4.971 -1.447  0.429
H -0.259 2.524 -1.726  0.390

Properties
Spin multiplicity: 3
E_tot (eV): -57146.4810
Net charge: +3
Frontier orbital gap (spin up / spin down) (eV): 5.89 / 3.08
HOMO (spin up / spin down) (eV): -16.09 / -16.09
<S²>: 2.027